102
Properties=species:S:1:pos:R:3:forces:R:3 method="wB97M-V/def2-TZVPD" homo_energy_ev=-10.17 multiplicity=1 charge=0
O -12.19330 -16.83961 7.66191 0.1535 -1.4321 1.4521
C -12.36053 -16.12336 6.74024 -0.3607 0.9464 -1.3639
O -11.45950 -15.16208 6.44981 0.4571 0.7078 -0.0295
C -11.99084 -14.20027 5.53633 -1.1536 0.0809 -0.4346
C -13.44208 -14.65665 5.21368 0.7860 -0.2621 -1.0466
C -13.49891 -16.06788 5.76306 -0.6129 -0.1543 0.5614
H -11.41088 -14.15161 4.61623 0.2736 -0.2196 0.1713
H -12.01411 -13.19572 5.96106 0.2674 -0.3391 0.3885
H -13.48702 -14.70819 4.12830 -0.4676 0.2165 -0.0337
H -14.21415 -13.98385 5.57477 -0.0291 -0.0775 0.2228
H -13.40263 -16.86238 5.02110 0.3292 0.2447 -0.0724
H -14.42307 -16.34359 6.26581 0.0290 0.2837 0.0755
O -9.92375 -9.56269 3.62867 -0.4793 0.1776 -0.7842
S -10.26660 -10.85947 4.09027 2.3244 -0.4392 2.9549
O -11.06435 -11.80646 3.37985 4.9447 -0.8248 -0.8239
O -8.84640 -11.50956 4.51388 -0.5757 -0.2062 -0.7533
C -8.69276 -12.93523 4.36445 1.9514 -0.4370 -0.1887
C -8.57322 -13.37766 2.90353 -0.9488 0.5647 -0.0573
C -10.96580 -10.69321 5.71935 -1.1047 0.7623 -0.6809
H -9.30932 -13.49476 5.06857 -0.5405 0.0624 -0.4594
H -7.67001 -13.12851 4.70569 -0.2004 0.3202 0.6008
H -9.40050 -12.99105 2.31157 -0.1095 -0.2900 -0.0377
H -8.55010 -14.46140 2.81000 0.1308 -0.0284 0.0949
H -7.67884 -12.92621 2.47564 0.1604 -0.1965 0.1081
H -12.01314 -10.45076 5.48189 1.1537 0.5443 0.8899
H -10.57178 -9.82130 6.22541 0.5073 -0.2317 0.1485
H -11.01458 -11.62320 6.27484 0.6846 0.0203 0.0788
O -17.88455 -13.55347 4.18317 -0.0947 0.0144 0.4228
S -17.68080 -14.91863 3.84260 -0.7390 -0.5795 -1.1067
O -16.47719 -15.60747 4.19239 0.2155 0.1187 0.0992
O -18.93621 -15.75160 4.37941 1.0260 0.5598 0.3531
C -18.83971 -17.17409 4.24766 -1.5472 -1.6300 1.1457
C -19.91526 -17.63000 3.28273 -0.1584 0.5358 -0.9520
C -17.97127 -15.09707 2.08960 1.2973 1.0138 0.1170
H -19.12041 -17.61039 5.21333 0.1078 0.4447 0.1915
H -17.84607 -17.58591 4.09226 0.1812 0.5698 -0.5728
H -20.84037 -17.07069 3.43882 0.1474 0.1425 0.2988
H -20.22122 -18.67225 3.34629 0.5362 -0.1463 0.0930
H -19.61470 -17.38361 2.26166 -0.0726 -0.3442 -0.0986
H -17.44221 -14.24057 1.65952 -0.1423 0.0140 -0.0216
H -19.02455 -14.98876 1.87446 -0.1182 -0.3208 -0.0465
H -17.43376 -15.96342 1.71694 -0.5198 -0.3872 0.0407
O -8.25179 -20.79626 8.15644 0.5718 -0.2473 -0.3665
S -9.39508 -20.34779 7.43029 -0.6976 1.7200 1.8858
O -10.00521 -21.09641 6.40607 0.0189 -0.8316 -0.8901
O -10.55713 -20.09567 8.50702 0.2110 -0.3664 -0.2678
C -10.15869 -19.60132 9.79687 -1.2666 -0.5661 1.2191
C -10.78904 -18.25717 10.06216 1.1636 1.1985 -0.4993
C -9.17326 -18.66525 6.88561 0.3247 -1.0132 -0.0825
H -9.08566 -19.69770 9.94013 0.0666 0.4584 -0.2116
H -10.60322 -20.27257 10.54283 0.1765 -0.3148 -0.3139
H -10.41522 -17.83513 10.99945 -0.1393 -0.2654 0.1372
H -11.87385 -18.21800 10.05211 -0.0463 -0.4275 0.0127
H -10.45669 -17.54309 9.30149 -0.1610 -0.0539 0.0241
H -10.14333 -18.35248 6.51176 0.1246 0.1177 -0.2724
H -8.38095 -18.77366 6.14659 -0.1344 0.5755 -0.2422
H -8.87277 -18.01571 7.69942 0.1369 -0.0955 0.0833
O -7.65877 -15.81411 7.14260 -0.1539 -0.2852 -0.8270
S -6.99045 -15.23057 8.25513 0.1435 -0.0107 1.4301
O -6.09314 -14.14122 8.08042 0.1758 0.4504 -0.3842
O -8.09766 -14.83924 9.33294 -0.0425 0.0231 -0.2039
C -9.15634 -13.97487 8.83573 -0.8543 -0.1238 -0.2491
C -10.48468 -14.42045 9.40991 0.1329 0.0559 0.7306
C -6.17020 -16.48580 9.18806 -0.9042 -0.4589 -0.5126
H -9.26162 -14.09276 7.75525 0.4403 0.1919 -0.0362
H -8.92960 -12.94542 9.10422 0.2155 -0.0301 -0.0431
H -10.42230 -14.49130 10.49981 0.0088 -0.1039 -0.0508
H -10.80199 -15.37239 8.99528 0.0424 -0.0462 0.0208
H -11.26703 -13.68733 9.20516 0.1012 0.0705 -0.2077
H -6.90396 -17.28405 9.30795 0.0549 0.0014 0.1823
H -5.84918 -16.11281 10.15091 0.2653 0.1278 -0.0510
H -5.39358 -16.86948 8.53200 0.3143 0.1756 0.2125
O -13.40005 -9.05732 5.93300 0.6522 0.4873 0.7281
S -14.78085 -9.25684 5.66865 -0.6910 -1.5566 -1.7769
O -15.74725 -8.24186 5.83843 -0.3289 0.6652 0.5544
O -14.89725 -9.63807 4.12011 -0.7201 0.3091 0.1676
C -14.51230 -10.93498 3.62085 0.8262 -0.1046 1.0109
C -13.02848 -11.17328 3.79451 -2.6397 -0.8958 -1.2829
C -15.25461 -10.77364 6.49799 0.4719 1.1956 0.4057
H -14.77614 -10.95410 2.56861 -0.1875 0.2112 0.0275
H -15.07362 -11.68318 4.17049 -0.3877 -0.2742 -0.2513
H -12.46762 -10.31110 3.43605 -0.7047 0.2092 0.2780
H -12.64217 -11.99765 3.17050 -2.3573 0.5225 -0.1992
H -12.66186 -11.54030 4.75536 -1.4453 0.2361 -0.4359
H -16.27733 -11.06605 6.29493 0.0368 -0.1648 -0.2928
H -15.15649 -10.49632 7.54852 -0.0537 -0.1533 0.0594
H -14.46451 -11.47246 6.25024 -0.2416 -0.4389 0.0124
C -11.67530 -16.91522 1.48585 -0.2443 1.1315 0.3723
Br -11.22557 -17.15327 3.34975 0.2272 -0.2318 -0.4188
Br -10.19716 -16.16023 0.53708 0.1657 -0.2174 -0.2012
Br -13.16430 -15.64906 1.40521 -0.0109 -0.3009 -0.1265
H -12.00743 -17.82372 1.01095 0.1082 -0.2294 0.1576
C -15.50789 -15.87368 8.93469 -0.7118 0.1880 -0.4326
Br -16.71448 -16.18400 7.42173 0.2754 0.3290 0.3188
Br -16.51664 -16.19575 10.52978 0.2775 -0.1962 0.2447
Br -14.78390 -14.07900 8.97491 0.0214 -0.2139 -0.2573
H -14.68322 -16.56092 8.80137 0.0582 -0.0589 0.2576
C -14.22526 -20.28593 5.91463 0.2854 -0.0898 -0.3825
Br -12.46611 -19.62111 5.47644 -0.4994 -0.3166 0.1409
Br -14.44773 -22.09002 5.27337 -0.0498 0.0781 -0.0156
Br -15.54571 -19.08784 5.19151 -0.1881 -0.0674 0.0458
H -14.34764 -20.34050 6.98405 0.0768 0.2228 0.1201